Version a
12
Properties=species:S:1:pos:R:3:mulliken_charge:R:1 method="wB97M-V/def2-TZVPD" gap_ev=8.04 lumo_energy_ev=0.222
C 0.690 -0.246 -1.009 -0.2726
C -0.525 0.368 -0.589 -0.4423
C 2.263 -1.381 0.509 -0.2670
C -0.781 0.712 0.844 -0.6708
N 1.478 -0.800 -0.154 0.0036
O -3.202 0.096 -0.288 -0.5738
S -1.987 -0.549 0.241 0.4208
H 1.082 -0.459 -2.005 0.3945
H -0.959 0.983 -1.244 0.6109
H 3.168 -0.778 0.996 0.1979
H -1.160 1.640 1.055 0.3175
H -0.067 0.414 1.645 0.2814

Version b
12
Properties=species:S:1:pos:R:3:mulliken_charge:R:1 method="wB97M-V/def2-TZVPD" gap_ev=7.72 lumo_energy_ev=-1.096
C 1.411 -0.163 -0.020 0.1952
C 0.566 0.904 -0.113 -0.4656
C -0.839 1.059 -0.023 0.5623
C -1.965 0.132 0.310 -0.1633
H 0.312 -2.029 -0.446 0.1417
H 2.076 -2.044 -0.137 0.2349
H 2.506 0.122 0.294 0.2172
H 1.085 1.921 0.103 0.1617
H -2.810 0.826 0.692 0.2959
N 1.208 -1.502 -0.125 -0.3418
O -1.349 2.189 -0.360 -0.5693
S -2.201 -1.413 -0.174 -0.2690

Which one sits at the top of the stability order? version b does.